# 1
{
  "formula": "C28H56O7",
  "method": "ωB97M-V/def2-TZVPD",
  "lumo_ev": 0.5201,
  "homo_ev": -9.336,
  "e_above_lowest_kcal_mol": 12.1,
  "molar_mass_g_mol": 504.75,
  "homo_lumo_gap_ev": 9.86,
  "smiles": "C1CCOC1.C1CCOC1.C1CCOC1.C1CCOC1.C1CCOC1.C1CCOC1.C1CCOC1",
  "species": ["H", "H", "H", "H", "H", "H", "C", "C", "C", "C", "O", "H", "H", "H", "H", "H", "H", "C", "C", "H", "H", "C", "H", "H", "H", "H", "H", "H", "C", "H", "O", "H", "C", "H", "H", "H", "C", "H", "H", "H", "C", "H", "C", "H", "C", "H", "C", "C", "C", "H", "H", "H", "H", "H", "H", "C", "H", "C", "C", "O", "H", "C", "H", "H", "C", "C", "H", "H", "O", "H", "C", "H", "O", "H", "H", "H", "H", "C", "H", "H", "C", "H", "H", "H", "H", "H", "C", "O", "C", "O", "C"],
  "coordinates": [[-9.295314, -4.863368, -13.703518], [-5.362522, -1.082625, -21.324653], [-8.410893, -6.412186, -23.257248], [-1.249577, -0.696176, -15.330211], [-13.355068, -1.761867, -21.611797], [-11.812979, -4.943952, -20.209602], [-8.123750, -4.333676, -15.417194], [-12.418746, -2.330818, -21.664259], [-5.332360, -8.226275, -17.927499], [-10.046463, -6.500726, -21.851266], [-7.206835, -3.222375, -13.528155], [-4.623946, -2.632688, -14.419459], [-9.006022, -4.260543, -16.051521], [-2.772681, -3.342167, -15.495555], [-13.261167, -4.325371, -19.411985], [-5.631647, -10.152026, -15.482103], [-5.006328, -0.203682, -15.546681], [-12.625440, -4.212262, -20.290497], [-7.455448, -0.555832, -21.767300], [-8.125180, -1.265305, -22.261958], [-8.343249, -6.245006, -14.229746], [-6.710151, -3.952966, -19.502686], [-1.882383, -2.688848, -14.159200], [-7.501781, -4.740049, -12.176775], [-6.975172, -2.482590, -15.466493], [-9.786390, -7.390273, -23.830849], [-6.441547, -4.825625, -18.894140], [-7.458456, -9.589717, -16.968400], [-5.664381, -9.112643, -15.813620], [-5.429021, -8.482949, -14.949702], [-4.688615, -8.857863, -16.825208], [-5.602504, -9.029733, -18.631908], [-3.906088, -1.823156, -14.574647], [-6.457736, -6.742956, -16.786491], [-8.558736, -2.295487, -14.768410], [-9.256906, -9.095288, -22.202441], [-4.223781, -0.933457, -15.761298], [-13.059333, -3.394536, -23.515353], [-7.624701, -0.629795, -20.690638], [-11.617478, -1.646058, -21.941416], [-8.514528, -8.293226, -22.242727], [-7.349821, -4.783843, -16.045486], [-8.374870, -7.762854, -20.819189], [-7.511350, -7.119253, -20.610127], [-8.343662, -5.158430, -14.158394], [-1.461252, -1.745007, -16.762978], [-6.807418, -2.687334, -18.647939], [-2.548063, -2.407992, -14.973613], [-12.566323, -3.539843, -22.555968], [-6.375054, -1.830817, -19.186127], [-8.192684, -4.011836, -21.161720], [-5.684765, 0.062764, -24.106205], [-7.611648, -8.664589, -22.721985], [-7.757814, -8.404674, -15.680474], [-6.699074, 2.177965, -23.284593], [-6.009157, -0.913774, -22.186971], [-6.041877, 1.938202, -21.715851], [-7.269609, -4.624510, -13.235639], [-8.095893, -4.135066, -20.074368], [-9.615810, -7.108832, -20.629315], [-11.586454, -3.984586, -22.754007], [-7.027483, -8.760874, -16.404201], [-4.707617, -7.521160, -18.472638], [-8.559138, -5.118097, -19.977643], [-6.619582, -7.647929, -17.378047], [-13.339869, -4.456862, -21.610550], [-7.332779, -7.438034, -18.174543], [-4.693665, -1.548005, -16.552331], [-3.007692, -0.422004, -16.229089], [-9.952514, -5.413004, -21.812524], [-6.475492, 1.387025, -22.565248], [-14.400738, -4.187151, -21.598891], [-8.164527, -2.572090, -18.301207], [-5.975198, -1.833605, -22.771496], [-13.361456, -5.504627, -21.922592], [-9.281534, -2.313554, -20.049360], [-6.272201, -5.054252, -13.397525], [-1.946781, -1.332861, -15.878084], [-11.106961, -6.746681, -21.936228], [-3.917737, -1.315082, -13.607108], [-5.563099, 0.277350, -23.044035], [-6.166397, -2.760428, -17.766088], [-5.891291, -3.953936, -20.227249], [-9.845929, -3.635811, -18.987888], [-8.293611, -8.617314, -20.143392], [-4.508073, 0.512635, -22.900810], [-9.186118, -7.125701, -22.964287], [-12.136475, -2.870909, -20.373099], [-7.710726, -2.986013, -14.828794], [-7.702900, 0.767964, -22.214446], [-8.976534, -3.089734, -19.344868]],
  "forces_ev_per_angstrom": [[-0.1, -0.1, -0.1], [0.0, 0.2, 0.0], [-0.1, 0.0, -0.2], [0.3, -0.3, 0.0], [0.0, 0.0, -0.1], [0.2, 0.3, 0.2], [-0.1, -0.4, -0.3], [-0.1, 0.2, 0.1], [-0.6, -0.7, -0.3], [-0.1, -0.5, 0.0], [0.2, -0.2, 0.3], [-0.2, 0.1, -0.3], [0.0, 0.1, 0.1], [0.3, 0.1, -0.3], [0.0, 0.1, 0.0], [0.2, 0.0, -0.2], [0.6, 0.6, 0.1], [-0.3, -0.2, -0.3], [0.5, -0.4, -0.2], [-0.3, 0.3, 0.0], [0.1, 0.0, -0.3], [0.8, -1.0, 0.2], [-0.1, 0.2, 0.2], [-0.1, 0.0, 0.0], [0.2, -0.1, 0.2], [0.1, -0.1, -0.1], [-0.3, 0.2, 0.3], [0.0, -0.1, 0.1], [-0.3, 0.0, 0.3], [-0.1, 0.0, 0.0], [0.2, 0.2, 0.0], [0.0, 0.2, -0.2], [-0.1, -0.5, 0.8], [0.2, 0.1, -0.2], [-0.1, -0.1, 0.1], [0.3, -0.2, 0.1], [-1.2, -1.1, -0.2], [-0.1, 0.3, 0.1], [0.1, 0.1, 0.0], [0.1, -0.1, 0.0], [-0.4, 0.0, -0.3], [0.2, 0.2, 0.1], [-0.1, -0.8, -0.4], [-0.1, 0.2, -0.4], [-0.3, 0.1, 0.6], [-0.1, 0.1, -0.1], [0.9, -0.4, -0.4], [-0.3, -0.3, -0.1], [0.0, -0.5, 0.0], [-0.6, 0.2, -0.2], [0.5, 0.5, 0.1], [-0.2, 0.1, 0.0], [0.1, 0.1, 0.1], [0.1, -0.2, 0.2], [0.0, -0.3, -0.3], [0.0, -0.2, 0.1], [0.0, -0.4, 0.2], [0.4, 0.4, 0.1], [-1.1, 0.0, -1.1], [0.1, 0.4, 0.6], [0.0, 0.1, 0.0], [0.0, 0.5, -0.5], [0.4, 0.0, 0.4], [0.5, -0.1, 0.6], [-0.1, 0.0, 0.2], [-0.6, -0.5, -0.4], [-0.1, 0.0, 0.1], [0.2, -0.1, 0.0], [0.2, 0.2, -0.1], [0.1, 0.0, 0.1], [-0.1, 0.7, 0.1], [0.1, 0.3, 0.2], [-0.3, 0.3, 0.5], [-0.1, 0.0, 0.1], [0.4, 0.0, 0.1], [-0.1, 0.2, 0.3], [-0.1, -0.2, -0.2], [-0.2, 0.6, 0.4], [0.0, 0.0, -0.2], [0.3, 0.4, -0.2], [0.4, 0.0, 0.0], [-0.4, -0.1, 0.3], [-0.2, 0.5, -0.2], [-0.2, 0.6, 0.6], [-0.2, 0.2, 0.3], [0.0, 0.1, 0.1], [0.3, 0.6, 0.3], [0.3, -0.1, 0.3], [-0.2, 0.3, -0.8], [-0.2, -0.1, -0.1], [0.7, -0.8, -0.8]]
}


# 2
{
  "formula": "C28H57BCl2N2O9",
  "method": "ωB97M-V/def2-TZVPD",
  "lumo_ev": 0.2811,
  "homo_ev": -9.293,
  "molar_mass_g_mol": 647.49,
  "homo_lumo_gap_ev": 9.57,
  "smiles": "C[C@@H](Cl)[C@H](Cl)NC(=O)OB(N)O.C1CCOC1.C1CCOC1.C1CCOC1.C1CCOC1.C1CCOC1.C1CCOC1",
  "species": ["H", "H", "H", "C", "H", "H", "C", "C", "H", "H", "Cl", "H", "C", "C", "H", "C", "C", "H", "C", "H", "H", "C", "H", "H", "C", "C", "C", "H", "H", "H", "H", "C", "C", "C", "H", "H", "C", "Cl", "H", "H", "H", "N", "C", "H", "H", "H", "H", "H", "C", "H", "O", "C", "O", "N", "C", "H", "H", "C", "H", "H", "H", "H", "H", "H", "H", "C", "H", "H", "O", "C", "H", "H", "H", "C", "H", "H", "C", "O", "O", "C", "H", "C", "B", "O", "H", "C", "H", "O", "O", "H", "H", "H", "H", "H", "O", "H", "H", "H", "H"],
  "coordinates": [[9.234019, 1.960709, 2.307237], [-9.318805, -1.424824, 1.075861], [5.585099, 3.471464, 0.707464], [-8.204478, 0.983627, 0.351998], [-2.957950, 0.242166, 3.250529], [-9.523472, -1.911058, -0.618043], [-4.093490, 0.395317, 1.395314], [1.321272, 1.929344, -5.502027], [-2.109576, 2.158035, 0.418247], [-4.072960, 1.218428, -0.632477], [3.440948, 1.190940, -1.589410], [-1.155977, 1.526184, 4.253629], [1.409983, 1.570743, 5.243677], [-2.107076, -4.729481, -3.455507], [-2.759285, -2.867482, -4.309855], [0.185727, 2.318942, 5.724340], [-2.898877, -0.064495, 2.202230], [-4.932321, -0.303970, 1.438608], [0.055850, -0.046774, -5.596297], [1.368631, 3.007849, -5.672506], [-10.337348, 0.564263, 0.127604], [-9.033491, -1.191810, 0.043079], [0.781567, -0.828035, -5.845960], [0.893763, -1.222981, 2.288178], [1.152854, -3.372421, 2.332357], [7.854850, 2.902315, -0.223705], [0.834437, 1.572022, -4.114735], [-2.091371, -2.405006, -1.627448], [7.245947, -0.573507, -0.348479], [1.643729, 1.544363, -3.379907], [2.954791, 2.306904, 1.221599], [-1.841013, -3.462255, -4.238442], [-7.526336, -1.199618, -0.089921], [-9.370030, 0.243810, -0.267517], [0.174871, 2.297117, 2.430789], [-2.787594, -1.153255, 2.162464], [3.419545, -2.760979, 2.273477], [4.122755, 4.384139, -1.059226], [1.247610, 0.487888, 5.264328], [2.301053, 1.801300, 5.834694], [-0.794295, -1.674858, -3.531715], [7.818658, -0.594921, 0.524588], [5.346631, 3.102327, -0.401046], [-3.437850, -0.430190, -0.470243], [7.290300, -1.006375, 1.325300], [3.879012, -3.469866, 1.576530], [0.734712, 3.723565, 3.331978], [-1.478606, -3.654737, -5.251421], [4.641279, 1.623659, -0.243680], [6.663896, 2.377743, -1.918197], [-1.737236, 0.516659, 1.593975], [3.890753, 1.600125, 1.229713], [8.696358, 1.695617, -0.261515], [6.654436, 3.102459, -1.161491], [-1.328489, -3.110684, -1.973945], [-1.381359, -5.510742, -3.705169], [-3.114110, -5.122199, -3.623188], [0.465080, 2.665350, 3.418652], [-4.439379, 1.369073, 1.761700], [-0.596359, 1.815225, -6.450646], [0.232457, -3.461645, 2.914928], [-0.345121, 1.798513, 6.525508], [0.474408, 3.310732, 6.091890], [2.272466, -2.870102, 4.088589], [2.696036, -4.464147, 3.435852], [2.406633, -3.445599, 3.165073], [0.158671, -3.171334, -3.525521], [3.579786, 0.490568, 1.467667], [8.707469, 1.087819, 2.287611], [-2.114545, 1.066633, 0.324173], [0.803570, -1.986499, 0.685298], [-7.052195, -1.948678, 0.550227], [-1.342492, 3.275458, 4.483577], [0.321913, 1.220452, -6.379232], [-0.951184, -0.439493, -5.763978], [-1.382080, 0.778442, -0.434859], [-0.841654, -2.753363, -3.361237], [0.222496, 0.278263, -4.209320], [1.623364, 1.955319, 3.878505], [1.297432, -2.024645, 1.660150], [-7.981143, 1.921637, -0.164452], [-0.616457, 2.458992, 4.456420], [8.408329, 0.773952, 0.856547], [-1.940430, -4.404444, -2.068529], [0.071555, 2.277701, -3.768238], [-3.503071, 0.549693, 0.017524], [-9.375169, 0.396896, -1.353158], [-7.069799, 0.109511, 0.277486], [2.703087, -1.788684, 1.499879], [-0.519197, -3.138343, -1.239117], [0.684320, 1.027970, -7.392211], [2.321596, 1.511373, -5.666311], [4.212637, -2.267089, 2.842283], [-7.220654, -1.381250, -1.126068], [8.211691, 3.878436, 0.652109], [1.160873, -4.168805, 1.578667], [4.699303, 1.955254, 2.011296], [-8.389059, 1.202211, 1.409124], [5.492874, 0.811148, -0.254576]],
  "forces_ev_per_angstrom": [[-1.3, -1.8, -0.1], [0.0, 0.0, -0.1], [-0.5, -0.7, -2.7], [0.2, 0.3, 0.3], [0.1, 0.0, -0.1], [0.1, 0.1, 0.1], [-0.5, 0.1, 0.4], [0.6, 0.2, 0.0], [0.0, 0.0, -0.1], [0.1, -0.1, 0.1], [1.3, 0.4, 1.1], [0.0, 0.1, -0.1], [0.3, -0.3, -0.1], [0.0, -0.4, 0.2], [0.1, -0.1, 0.0], [0.1, 0.3, 0.6], [0.3, -0.2, 0.1], [0.1, 0.2, 0.0], [0.0, -0.4, 0.1], [0.0, -0.1, 0.1], [0.1, 0.0, 0.0], [-0.2, -0.5, 0.4], [0.0, 0.0, -0.1], [-0.1, 0.0, -0.1], [-0.4, -0.4, -0.3], [1.8, 4.6, 4.1], [-0.1, 0.1, 0.4], [0.1, 0.1, 0.0], [0.8, -0.3, 1.1], [-0.2, -0.1, -0.1], [1.9, -1.4, 0.1], [-0.4, 0.1, -0.4], [0.4, -0.1, -0.2], [-0.3, 0.3, -0.4], [0.1, -0.1, 0.1], [-0.1, 0.0, 0.1], [0.3, 0.1, -0.3], [1.4, -1.4, 0.5], [0.0, 0.0, 0.1], [0.0, 0.0, -0.1], [0.1, -0.2, 0.1], [-0.3, 3.0, 0.7], [0.2, -0.1, 1.5], [0.0, 0.1, 0.0], [0.8, 0.3, -1.1], [0.1, -0.1, 0.1], [-0.1, 0.1, 0.0], [-0.1, 0.0, 0.1], [0.3, 0.4, 1.6], [-0.1, 0.8, 1.0], [-0.2, 0.0, -0.1], [0.5, -0.5, -0.7], [-3.1, 1.6, 0.8], [1.6, -1.9, 2.0], [-0.2, 0.0, 0.3], [0.0, 0.0, -0.1], [0.1, 0.0, 0.1], [0.2, 0.2, -0.4], [0.0, -0.1, 0.0], [0.1, -0.1, 0.0], [0.1, 0.0, -0.1], [0.1, 0.0, -0.1], [0.0, -0.1, 0.0], [0.1, -0.1, -0.1], [0.0, 0.1, 0.0], [0.2, 0.0, 0.6], [-0.1, 0.1, 0.0], [0.5, 2.3, -0.5], [0.5, 1.2, -4.1], [0.3, 0.3, 0.0], [0.1, 0.1, 0.1], [0.1, 0.1, 0.0], [0.1, -0.1, 0.0], [-0.5, 0.1, -0.4], [0.1, 0.0, 0.1], [0.0, 0.0, 0.1], [0.6, 0.3, 0.0], [0.1, 0.2, -0.3], [-0.2, 0.0, 0.3], [-0.2, 0.5, 0.0], [0.1, -0.1, 0.1], [-0.6, -0.2, -0.3], [-0.2, -1.1, 1.7], [0.1, 0.2, -0.3], [0.1, 0.1, 0.0], [-0.1, -0.2, -0.6], [0.0, 0.0, 0.1], [-0.4, -0.1, -0.1], [0.0, -0.3, 0.2], [-0.1, -0.1, 0.0], [-0.1, 0.0, 0.1], [-0.1, 0.1, 0.0], [-0.1, 0.1, -0.1], [0.0, -0.1, 0.0], [-2.7, -6.4, -5.6], [-0.1, 0.1, 0.1], [-1.8, -0.7, -1.4], [-0.1, 0.1, 0.0], [-1.7, 1.7, -0.1]]
}


Calculated strongest force on any atom in order - 1.654; 8.944 eV/A